Entry 1:
The ion C6H8N with charge +1 at a distorted geometry. Source: the OMol25 dataset; level of theory: wB97M-V/def2-TZVPD.

ΔE to the lowest compared entry with this formula, charge and spin = 387.2 kJ/mol
LUMO energy = -5.5 eV
E_tot = -287.80877 Eh

```
! RIJCOSX wB97M-V def2-TZVPD def2/J DEFGRID3
* xyz 1 1
C 1.0512 -0.5940 0.2177
C 0.8740 0.1973 1.2785
C -0.1303 1.3330 0.9687
C -1.1946 0.3626 0.6434
N -1.6376 -0.1356 -0.4616
C -0.9859 -0.4723 -1.5307
C 0.5484 -0.7715 -1.2643
H 1.8636 -1.3269 0.5219
H 1.5212 0.0701 2.1078
H -0.0286 1.8586 0.0822
H -0.4887 1.9357 1.8137
H -1.7043 -0.0309 1.5168
H -1.6429 -0.5898 -2.4294
H 0.9051 -1.8092 -1.5556
H 1.0494 -0.0271 -1.9092
*
```

Entry 2:
A cluster of 8 separate species, C26H50NO22S2 in total at a distorted geometry. Source: the OMol25 dataset; level of theory: wB97M-V/def2-TZVPD.

ΔE to the lowest compared entry with this formula, charge and spin = 306.6 kJ/mol
LUMO energy = -2.3 eV
E_tot = -3526.34264 Eh

```
! RIJCOSX wB97M-V def2-TZVPD def2/J DEFGRID3
* xyz 1 1
C -1.2094 -3.1652 -0.0195
N -1.2763 -1.7189 0.2543
C -2.2478 -1.4764 1.4351
C 0.0530 -1.2199 0.5858
C -1.8067 -1.1986 -1.0290
C -2.3376 0.3015 -0.9438
O -2.8252 0.6055 -2.3948
H -0.8166 -3.7986 0.7124
H -0.7827 -3.5007 -0.9634
H -2.2894 -3.5451 -0.0257
H -2.4439 -0.4481 1.6138
H -2.1833 -2.1309 2.3640
H -3.2395 -1.9915 1.2879
H 0.5208 -2.0706 1.1899
H 0.0845 -0.2441 0.9403
H 0.8114 -1.1227 -0.3602
H -2.6413 -1.8294 -1.5424
H -0.9243 -1.2014 -1.6342
H -1.5194 0.9608 -0.7114
H -3.1121 0.3100 -0.1428
H -3.7934 0.4966 -2.3648
O -4.1947 1.1901 2.6444
S -3.7701 2.5358 2.7474
O -3.9354 3.4155 1.5655
O -4.8082 3.0133 3.9137
C -6.0440 3.0553 3.6947
C -6.8719 3.4593 5.0279
C -2.2425 2.7172 3.4777
H -6.2957 2.2152 3.2754
H -6.5195 3.8313 2.9532
H -6.4168 4.0328 5.6045
H -6.9820 2.5943 5.5909
H -7.9076 3.7341 4.6602
H -1.3155 2.3673 3.1377
H -2.3445 2.3060 4.4303
H -1.8632 3.6362 3.8363
O -3.8324 3.1248 -5.8746
S -3.2686 4.4339 -5.8257
O -4.1346 5.5316 -5.4844
O -2.0816 4.3026 -4.6089
C -1.6234 3.0174 -4.3571
C -0.6971 3.0582 -3.1918
C -2.4439 4.8329 -7.3346
H -1.0762 2.7711 -5.1929
H -2.4196 2.3050 -4.1022
H -1.1317 3.3797 -2.3829
H 0.2336 3.7314 -3.4880
H -0.4801 1.9472 -2.9017
H -2.2827 3.9678 -8.1160
H -1.5636 5.2639 -7.1726
H -3.0825 5.6073 -7.6263
C 5.8577 -3.7939 1.2678
C 5.8129 -2.5960 2.3325
O 4.6375 -1.7853 2.1315
C 3.9698 -2.3866 1.1660
O 2.8953 -1.9857 0.7464
O 4.5639 -3.5105 0.7837
H 6.0882 -4.7821 1.5916
H 6.5030 -3.5573 0.5242
H 6.7921 -2.0618 2.2615
H 5.4412 -3.0152 3.2951
C -0.2236 -4.5163 -5.0355
C 1.3245 -4.4505 -5.0903
O 1.4593 -3.1497 -4.7066
C 0.4202 -2.5569 -4.3705
O 0.3056 -1.4316 -3.8363
O -0.5717 -3.2542 -4.5080
H -0.6780 -5.2951 -4.2171
H -0.6755 -4.8038 -6.0680
H 1.6331 -4.6363 -6.1644
H 1.7475 -5.3622 -4.5781
C 1.5717 -4.4970 3.2763
C 2.1425 -4.8309 4.6057
O 1.8173 -3.7177 5.2755
C 0.9755 -2.9546 4.6352
O 0.4428 -2.0524 5.2549
O 0.7858 -3.3523 3.5447
H 1.0587 -5.2731 2.8249
H 2.1887 -4.1400 2.5736
H 3.0702 -4.9618 4.4376
H 1.8968 -5.7767 5.0111
C 2.8380 2.2488 -2.9442
C 3.6064 3.3948 -2.2922
O 3.1094 3.3167 -1.0064
C 2.2778 2.3837 -0.8644
O 1.7241 2.0674 0.1710
O 2.0051 1.7473 -1.9649
H 3.4471 1.5025 -3.2055
H 2.3184 2.4678 -3.8825
H 3.6871 4.5141 -2.7913
H 4.5971 3.0780 -2.1286
C 3.9231 1.0483 2.7840
C 3.0306 0.1463 3.5683
O 2.3036 0.9452 4.4271
C 2.8938 2.2547 4.2575
O 2.3731 3.2332 4.8455
O 3.8181 2.2212 3.5379
H 3.6292 1.1654 1.6725
H 4.9270 0.5564 2.6621
H 3.4920 -0.8794 3.9743
H 2.1213 -0.3153 3.0632
*
```

Entry 3:
A structure of composition C25H36AsBrCl45O4S2 at a distorted geometry. Source: the OMol25 dataset; level of theory: wB97M-V/def2-TZVPD.

LUMO energy = 1.4 eV
E_tot = -27589.52645 Eh

```
! RIJCOSX wB97M-V def2-TZVPD def2/J DEFGRID3
* xyz -1 1
C 4.4129 0.0704 -1.5169
C 2.9781 -0.7392 -1.8033
C 1.8750 0.4293 -2.1531
Br 1.1588 1.3291 -0.4680
As 0.2499 -0.2274 -3.1728
S 0.4607 -2.3541 -2.4158
C -1.0998 -3.3514 -2.6941
C -2.5033 -2.5043 -2.4419
O -3.5496 -2.8900 -3.2247
O -2.6657 -1.4389 -1.4188
C -3.5253 -0.3508 -1.9119
C -3.1769 1.1362 -1.3141
C -3.0925 0.9988 0.3442
O -4.2004 2.1457 -1.7434
C -3.4335 3.1093 -2.6012
O -3.2002 4.3924 -2.2220
C -2.8381 2.7073 -4.1018
S -1.4791 3.9135 -4.6502
H 4.3474 1.2045 -1.8775
H 5.3101 -0.4564 -2.0769
H 4.5467 0.0264 -0.3361
H 2.6738 -1.3684 -0.8409
H 3.1972 -1.4599 -2.7184
H 2.3267 1.3206 -2.7909
H 1.1382 -0.4878 -4.4180
H -1.0100 -0.6895 -3.9969
H -0.5917 0.0705 -1.9005
H -0.1045 1.2375 -3.6489
H -1.0762 -4.3613 -2.0829
H -1.1094 -3.6789 -3.8413
H -3.5976 -0.2846 -3.0855
H -4.6289 -0.6073 -1.5403
H -2.1451 1.5783 -1.6465
H -2.2036 0.2347 0.5690
H -2.8097 2.0360 0.8485
H -4.1025 0.5475 0.7263
H -3.7110 2.7929 -4.8793
H -2.3740 1.6133 -4.0683
H -0.2784 3.1764 -4.9055
C -4.8913 -0.2407 -5.9227
Cl -4.7458 1.4470 -6.4427
Cl -5.7361 -1.1992 -7.1504
Cl -3.2931 -0.9284 -5.5876
H -5.4780 -0.2676 -5.0009
C 4.3102 3.3135 2.0006
Cl 3.6975 1.7127 2.4497
Cl 5.5758 3.1720 0.7685
Cl 2.9909 4.3448 1.4216
H 4.7453 3.7775 2.8895
C 0.1203 4.3182 4.4904
Cl -1.4908 4.7259 5.1052
Cl 1.0456 3.4290 5.7121
Cl -0.0046 3.3746 2.9959
H 0.6492 5.2483 4.2672
C 3.6941 1.4840 -5.8419
Cl 3.8282 -0.0906 -5.0405
Cl 2.0243 2.0737 -5.7792
Cl 4.7960 2.6559 -5.0992
H 3.9770 1.3619 -6.8906
C 0.3941 -2.1211 1.5462
Cl 0.5282 -3.6957 2.3476
Cl -1.2757 -1.5314 1.6090
Cl 1.4960 -0.9492 2.2890
H 0.6770 -2.2432 0.4975
C -2.6218 6.8026 2.2330
Cl -4.3543 7.1742 2.2293
Cl -1.9678 6.8692 0.5876
Cl -1.7482 7.9196 3.2954
H -2.4881 5.7876 2.6159
C -1.1176 6.1192 8.7330
Cl -0.7568 6.8820 7.1749
Cl -2.8152 5.6159 8.8010
Cl -0.0468 4.7351 9.0107
H -0.9440 6.8531 9.5241
C 1.9247 8.3255 10.2772
Cl 0.2600 8.6828 9.7863
Cl 1.9606 7.6695 11.9229
Cl 2.6796 7.1954 9.1404
H 2.4948 9.2579 10.2656
C 1.6745 5.5272 -7.8033
Cl 1.5747 5.7128 -6.0439
Cl 1.1845 3.8940 -8.2852
Cl 0.6725 6.7423 -8.6149
H 2.7135 5.6788 -8.1072
C 2.4782 -5.8899 -1.7015
Cl 0.7457 -5.5183 -1.7053
Cl 3.1322 -5.8232 -3.3470
Cl 3.3518 -4.7729 -0.6392
H 2.6119 -6.9049 -1.3187
C -1.8406 -6.4152 -5.5346
Cl -2.0469 -4.7243 -6.0225
Cl -1.1643 -7.3687 -6.8662
Cl -0.8056 -6.5272 -4.1008
H -2.8229 -6.8233 -5.2830
C 1.5895 -7.1933 2.0616
Cl 2.3401 -7.9528 0.6476
Cl -0.1725 -7.3706 2.0009
Cl 2.2337 -7.8905 3.5577
H 1.8290 -6.1269 2.0475
C 1.8852 -7.2285 7.6379
Cl 0.1892 -6.7683 7.4112
Cl 2.1999 -8.8176 6.9199
Cl 2.9603 -6.0060 6.9386
H 2.0850 -7.2896 8.7107
C 5.8477 -4.9997 9.7073
Cl 5.0852 -3.4004 9.7288
Cl 4.6647 -6.2583 10.1025
Cl 6.5875 -5.3150 8.1284
H 6.6346 -5.0163 10.4657
C -7.0259 -3.4442 -3.9751
Cl -7.1375 -1.8912 -3.1292
Cl -8.0623 -4.6523 -3.1967
Cl -7.4635 -3.2559 -5.6817
H -5.9911 -3.7920 -3.9212
*
```